# 1
Computed, not measured: an isolated molecule of C4H6N4O in a non-equilibrium geometry, with wB97M-V/def2-TZVPD.

```
! RIJCOSX wB97M-V def2-TZVPD def2/J DEFGRID3
* xyz 0 1
C 1.988 1.603 0.459
C 1.154 -1.212 0.040
C -1.057 -0.302 -0.115
C -3.257 0.345 -0.261
H 2.115 2.695 0.011
H 2.958 1.047 1.055
H 0.559 -2.234 0.253
H 2.890 -2.047 -0.107
H -1.237 -1.393 0.372
H -3.724 1.224 -1.028
N 0.798 1.252 -0.255
N 0.241 -0.066 -0.174
N 2.376 -1.115 -0.330
N -1.853 0.653 -0.377
O -3.951 -0.450 0.459
*
```

* energy relative to the best compared isomer or geometry (same formula, charge and spin): 534.42 kJ/mol
* calculated total energy: -450.08511 Ha
* HOMO: -9.37 eV
* M: 126.1 g mol⁻¹
* SMILES: [H]/N=C/N(/C=N/C=O)N=C
* gap between HOMO and LUMO: 9.117 eV

---

# 2
Computed, not measured: an isolated molecule of C3H6S in a non-equilibrium geometry, with wB97M-V/def2-TZVPD.

```
! RIJCOSX wB97M-V def2-TZVPD def2/J DEFGRID3
* xyz 0 1
C 0.743 -1.228 0.928
C -0.167 0.461 -0.410
C -1.120 1.269 -1.047
H 0.075 -2.050 1.073
H 1.284 -0.777 -0.118
H 1.542 -1.213 1.887
H 0.138 -0.312 -0.992
H -1.426 2.366 -0.631
H -1.085 1.171 -2.085
S 0.017 0.312 1.394
*
```

* energy relative to the best compared isomer or geometry (same formula, charge and spin): 321.28 kJ/mol
* calculated total energy: -515.94345 Ha
* HOMO: -8.31 eV
* M: 74.1 g mol⁻¹
* SMILES: C=CSC
* gap between HOMO and LUMO: 9.000 eV

---

# 3
Computed, not measured: an isolated ion of composition C8H12N3O and charge +1 in a non-equilibrium geometry, with wB97M-V/def2-TZVPD.

```
! RIJCOSX wB97M-V def2-TZVPD def2/J DEFGRID3
* xyz 1 1
C -3.182 -0.030 0.345
C -2.887 0.561 -0.945
C -2.198 -0.614 1.141
C -1.653 0.290 -1.518
C -0.902 -0.473 0.685
C -0.601 -0.190 -0.662
C 1.458 0.901 -0.852
C 1.592 -1.388 -0.937
N 0.754 -0.292 -1.152
N 2.546 0.312 0.412
N 1.976 0.771 1.723
O 2.374 -1.070 0.295
H -4.139 0.044 0.758
H -3.719 0.781 -1.577
H -2.256 -1.069 2.064
H -1.395 0.766 -2.484
H -0.088 -0.823 1.336
H 2.172 1.258 -1.511
H 0.847 1.747 -0.487
H 1.021 -2.404 -0.860
H 2.196 -1.773 -1.813
H 2.364 1.800 1.811
H 2.684 0.147 2.230
H 1.037 0.748 1.997
*
```

* energy relative to the best compared isomer or geometry (same formula, charge and spin): 529.84 kJ/mol
* calculated total energy: -551.11080 Ha
* HOMO: -12.61 eV
* M: 166.2 g mol⁻¹
* SMILES: [NH3+]N1CN(c2ccccc2)CO1
* gap between HOMO and LUMO: 9.180 eV

---

# 4
Computed, not measured: an isolated molecule of C6H8OS in a non-equilibrium geometry, with wB97M-V/def2-TZVPD.

```
! RIJCOSX wB97M-V def2-TZVPD def2/J DEFGRID3
* xyz 0 1
C -0.843 -0.218 0.747
C -1.130 1.260 0.673
C -0.265 1.899 -0.115
C 0.770 0.997 -0.645
C 0.590 -0.315 0.106
C 1.215 -1.552 -0.286
H -1.743 -2.214 -0.086
H -0.840 -0.648 1.741
H -2.001 1.722 1.190
H -0.148 2.966 -0.318
H 0.547 0.818 -1.732
H 1.822 1.367 -0.642
H 0.732 -2.525 -0.051
H 1.885 -1.656 -1.135
O 1.634 -0.918 0.807
S -2.226 -0.983 -0.252
*
```

* energy relative to the best compared isomer or geometry (same formula, charge and spin): 191.46 kJ/mol
* calculated total energy: -706.77324 Ha
* HOMO: -9.20 eV
* M: 128.2 g mol⁻¹
* SMILES: S[C@@H]1C=CC[C@]12CO2
* gap between HOMO and LUMO: 9.979 eV

---

# 5
Computed, not measured: C13H17HfN3O2 as an isolated structure in a non-equilibrium geometry, with wB97M-V/def2-TZVPD.

```
! RIJCOSX wB97M-V def2-TZVPD def2/J DEFGRID3
* xyz 2 1
C -0.616 -4.852 0.868
C -0.745 -5.040 -0.638
H 0.431 -4.954 1.161
H -1.204 -5.639 1.345
H -0.967 -3.893 1.237
H -0.335 -4.230 -1.232
H -0.221 -5.957 -0.903
H -1.789 -5.142 -0.936
C 1.114 1.200 2.635
C 1.941 2.168 3.215
C 2.427 3.232 2.440
C 2.032 3.297 1.099
H 0.660 0.353 3.165
H 2.206 2.053 4.275
H 3.100 3.978 2.882
H 2.358 4.080 0.425
N 0.806 1.240 1.310
C 1.180 2.317 0.566
C 0.681 2.323 -0.810
N -0.161 1.297 -1.161
C -0.689 1.269 -2.420
C 0.652 3.163 -3.078
C -0.253 2.148 -3.422
H -1.444 0.500 -2.612
H -0.618 1.987 -4.444
C 1.092 3.264 -1.761
H 1.797 4.028 -1.432
H 0.986 3.858 -3.850
Hf -0.677 -0.291 0.413
C -1.518 -1.906 -0.789
H -0.832 -2.222 -1.591
H -2.436 -1.605 -1.315
H -1.825 -2.805 -0.238
O -2.688 0.285 2.925
N -1.950 0.106 2.003
O -2.496 0.389 0.668
*
```

* energy relative to the best compared isomer or geometry (same formula, charge and spin): 21.29 kJ/mol
* calculated total energy: -867.66644 Ha
* HOMO: -16.51 eV
* M: 425.8 g mol⁻¹
* gap between HOMO and LUMO: 7.480 eV

---

# 6
Computed, not measured: a 2-piece molecular cluster, C2H9NS overall in a non-equilibrium geometry, with wB97M-V/def2-TZVPD.

```
! RIJCOSX wB97M-V def2-TZVPD def2/J DEFGRID3
* xyz 0 1
S 2.532 -0.511 0.609
H 3.403 0.452 -0.001
C -0.625 1.287 -0.030
C -0.822 -0.097 -0.559
N -0.297 -1.177 0.302
H -1.301 1.968 -0.647
H 0.401 1.593 -0.093
H -0.916 1.220 1.033
H -0.344 -0.319 -1.504
H -1.946 -0.345 -0.619
H -0.723 -1.047 1.186
H -0.569 -2.092 0.028
H 1.206 -0.933 0.294
*
```

* energy relative to the best compared isomer or geometry (same formula, charge and spin): 141.20 kJ/mol
* calculated total energy: -534.47590 Ha
* HOMO: -8.38 eV
* M: 79.2 g mol⁻¹
* SMILES: CCN.S
* gap between HOMO and LUMO: 9.160 eV

---

# 7
Computed, not measured: C9H24B2Br8Na3O3 as an isolated structure in a non-equilibrium geometry, with wB97M-V/def2-TZVPD.

```
! RIJCOSX wB97M-V def2-TZVPD def2/J DEFGRID3
* xyz -1 1
Na 2.377 0.072 2.010
Na 2.456 -0.767 -1.643
Na 0.892 -3.094 1.090
C 3.316 -3.052 2.756
O 4.376 -2.955 3.514
O 2.271 -2.371 3.085
O 3.431 -3.577 1.596
B 1.555 -3.518 -1.523
H 2.156 -2.892 -2.280
H 2.060 -3.369 -0.518
H 0.448 -3.154 -1.437
H 1.596 -4.643 -1.803
B 0.461 -0.315 0.298
H -0.605 -0.058 0.675
H 0.392 -0.764 -0.747
H 1.213 0.533 0.250
H 0.866 -1.014 1.074
Br 0.485 -1.835 -4.414
C -1.168 -1.761 -3.354
C -1.993 -2.992 -3.680
Br -3.680 -2.883 -2.731
H -1.684 -0.820 -3.539
H -0.922 -1.765 -2.293
H -1.465 -3.892 -3.376
H -2.100 -3.044 -4.763
Br -4.186 -1.143 4.274
C -3.353 0.524 3.697
C -1.955 0.212 3.331
Br -0.893 1.900 3.040
H -3.458 1.184 4.555
H -3.914 1.015 2.902
H -1.836 -0.345 2.408
H -1.430 -0.222 4.175
Br -1.564 4.334 -2.009
C -1.746 2.568 -1.084
C -0.787 1.497 -1.601
Br -0.915 1.298 -3.507
H -2.759 2.280 -1.344
H -1.618 2.665 -0.008
H -1.083 0.550 -1.150
H 0.241 1.657 -1.283
Br 2.886 2.776 -0.664
C 1.649 3.528 0.696
C 1.961 4.962 1.026
Br 1.108 5.997 -0.402
H 1.731 2.821 1.517
H 0.710 3.354 0.184
H 3.011 5.227 1.064
H 1.465 5.293 1.935
*
```

* energy relative to the best compared isomer or geometry (same formula, charge and spin): 0.00 kJ/mol
* calculated total energy: -21711.77457 Ha
* HOMO: -2.35 eV
* M: 910.1 g mol⁻¹
* gap between HOMO and LUMO: 3.517 eV

---

# 8
Computed, not measured: an isolated molecule of C2H7N2O5P in a non-equilibrium geometry, with wB97M-V/def2-TZVPD.

```
! RIJCOSX wB97M-V def2-TZVPD def2/J DEFGRID3
* xyz 0 1
O -0.574 3.256 1.733
N 1.447 0.327 -1.879
O 2.870 -1.823 0.541
O -2.606 1.957 1.309
O -0.822 1.081 2.818
O -0.284 1.249 0.199
C 1.597 -0.168 -0.681
N 2.666 -1.050 -0.625
C 0.675 0.188 0.476
P -1.063 1.891 1.493
H 0.687 1.014 -2.005
H 3.749 -1.716 0.955
H -2.634 2.694 0.699
H -1.213 1.725 3.430
H 3.027 -1.376 -1.537
H 0.161 -0.724 0.781
H 1.314 0.470 1.290
*
```

* energy relative to the best compared isomer or geometry (same formula, charge and spin): 19.27 kJ/mol
* calculated total energy: -907.49153 Ha
* HOMO: -9.03 eV
* M: 170.1 g mol⁻¹
* SMILES: [H]/N=C(\COP(=O)(O)O)NO
* gap between HOMO and LUMO: 9.439 eV

---

The highest HOMO belongs to which entry?
C9H24B2Br8Na3O3

---

Among the records above, which one has the lowest energy relative to the best compared isomer or geometry (same formula, charge and spin)?
C9H24B2Br8Na3O3

---

Which of these has the lowest HOMO?
C13H17HfN3O2